The following is a DFT calculation (the ωB97M-V functional and the def2-TZVPD basis) of a molecular structure, C17H19AsF6IrN3O2.

## Properties
Expectation value of S²: 0.76
E_HOMO (spin up / spin down) in eV: -11.58 / -11.55
Relative energy (zero: lowest compared OMol25 entry of this formula, charge and spin) in kJ/mol: 0.0
HOMO-LUMO gap (spin up / spin down) in eV: 6.31 / 4.84
Maximum force in eV/A: 0.8
Total energy in a.u.: -3913.10783
Spin multiplicity: 2
Net charge: +1

Last column: natural (NBO) charge in e.
Cartesian coordinates (Å):
Ir 0.400 0.117 0.708  1.41
O -2.798 3.126 -2.415  -0.64
C -3.610 2.578 -1.509  0.40
C -4.966 2.898 -1.606  -0.28
C -5.868 2.377 -0.710  -0.11
C -5.458 1.517 0.319  -0.25
C -4.135 1.189 0.429  -0.13
C -3.182 1.707 -0.478  -0.22
C -1.807 1.332 -0.314  0.60
O -1.511 0.477 0.663  -0.58
N -0.863 1.806 -1.126  -0.42
N 0.346 1.325 -0.781  -0.15
C 1.465 1.563 -1.385  0.07
C 2.620 0.888 -0.813  0.15
C 3.906 1.033 -1.301  -0.19
C 4.945 0.374 -0.660  -0.10
C 4.682 -0.397 0.463  -0.21
C 3.381 -0.513 0.911  0.10
N 2.370 0.090 0.277  -0.45
H -1.879 2.852 -2.251  0.51
H -5.273 3.565 -2.400  0.24
H -6.914 2.639 -0.802  0.23
H -6.181 1.121 1.018  0.23
H -3.794 0.535 1.218  0.24
H 1.523 2.226 -2.239  0.25
H 4.088 1.661 -2.162  0.25
H 5.957 0.475 -1.028  0.25
H 5.475 -0.901 0.995  0.26
H 3.116 -1.076 1.795  0.26
F 0.863 1.271 2.619  -0.63
As 0.517 0.038 3.933  2.84
F 0.207 -1.306 4.906  -0.57
F 0.451 -1.121 2.413  -0.61
F -1.131 0.294 3.599  -0.59
F 2.204 -0.271 3.894  -0.60
F 0.615 1.210 5.135  -0.57
C 1.442 -3.311 0.325  -0.61
C 1.123 -2.453 -0.894  -0.25
C 0.637 -3.347 -2.043  -0.60
C 0.033 -1.422 -0.638  -0.44
H 2.240 -4.015 0.088  0.23
H 0.564 -3.891 0.615  0.22
H 1.743 -2.734 1.199  0.20
H 2.026 -1.942 -1.243  0.19
H -0.293 -3.850 -1.772  0.22
H 1.379 -4.116 -2.258  0.23
H 0.465 -2.776 -2.956  0.21
H -0.836 -1.877 -0.156  0.23
H -0.281 -0.965 -1.579  0.21